{"formula": "C3H8O3", "method": "wB97M-V/def2-TZVPD", "largest_force_ev_per_a": 2.25, "e_homo_ev": -10.7, "charge": 0, "e_lumo_ev": 0.851, "multiplicity": 1, "e_tot_ha": -344.7215, "orbital_gap_ha": 0.4230, "species": ["C", "C", "C", "O", "O", "O", "H", "H", "H", "H", "H", "H", "H", "H"], "coordinates": [[1.5996, 0.9622, -0.2467], [0.0452, 0.8532, -0.3619], [-0.4005, -0.4068, 0.3367], [0.1039, -1.5956, -0.2266], [-1.8850, -0.3820, 0.1518], [-2.4416, -1.1555, 1.2597], [1.9465, 0.7805, 0.7742], [1.8949, 1.9766, -0.5306], [2.0976, 0.2633, -0.9246], [-0.2270, 0.8465, -1.4226], [-0.4099, 1.7261, 0.1162], [-0.1553, -0.3794, 1.4028], [0.1520, -1.4537, -1.1867], [-2.3204, -2.0355, 0.8584]]}


{"formula": "C5H13N3", "method": "wB97M-V/def2-TZVPD", "largest_force_ev_per_a": 5.82, "e_homo_ev": -7.9, "charge": 0, "e_lumo_ev": 0.940, "multiplicity": 1, "e_tot_ha": -362.4285, "orbital_gap_ha": 0.3242, "species": ["C", "C", "C", "N", "N", "H", "H", "H", "H", "H", "H", "H", "H", "C", "C", "N", "H", "H", "H", "H", "H"], "coordinates": [[0.9100, 1.0601, -0.2798], [1.1846, -1.0489, 1.4129], [0.9949, -0.8768, -0.0636], [0.2545, 1.7539, 0.7809], [1.7255, -1.4732, -0.9069], [0.8421, 2.4295, 1.2491], [-0.6018, 2.1951, 0.4688], [1.6035, -1.2225, -1.8855], [0.6469, 1.4256, -1.2749], [1.9959, 1.1189, -0.2108], [1.2023, -2.1099, 1.6598], [2.1542, -0.6400, 1.6993], [0.4156, -0.4989, 1.9496], [-2.2926, 0.0602, 0.1028], [-1.2229, -0.4455, -0.8006], [-1.1370, -0.2434, -2.0409], [-0.3606, -0.7003, -2.5141], [-0.5664, -1.3398, -0.2829], [-3.1872, -0.5567, 0.0032], [-2.5770, 1.0639, -0.2119], [-1.9845, 0.0488, 1.1455]]}


{"formula": "C6H12ClNa2O10", "method": "wB97M-V/def2-TZVPD", "largest_force_ev_per_a": 3.72, "e_homo_ev": -10.3, "charge": 1, "e_lumo_ev": -4.710, "multiplicity": 1, "e_tot_ha": -1772.4798, "orbital_gap_ha": 0.2053, "species": ["Na", "Na", "Cl", "O", "O", "O", "O", "C", "O", "C", "O", "O", "C", "H", "H", "H", "H", "H", "H", "C", "O", "C", "O", "O", "C", "H", "H", "H", "H", "H", "H"], "coordinates": [[1.2501, -5.8265, -1.8822], [2.6294, 2.2399, 4.7257], [0.7634, -0.8559, 0.5734], [1.2890, 0.4755, 0.8113], [0.8072, -1.5931, 1.7648], [-0.6168, -0.8631, 0.2161], [1.4363, -1.6175, -0.4225], [0.3500, 6.4965, -2.0724], [0.2802, 7.8771, -2.3430], [0.4600, 8.3674, -3.6087], [0.5756, 7.7718, -4.6884], [0.5551, 9.6980, -3.4310], [0.8727, 10.5696, -4.4921], [-0.3967, 6.0165, -2.7050], [0.1273, 6.4315, -1.0074], [1.3347, 6.0291, -2.0666], [0.4839, 10.1930, -5.4382], [1.9225, 10.8595, -4.5371], [0.3075, 11.4627, -4.2256], [0.1235, -9.8249, 2.9386], [-0.9186, -8.9934, 3.3612], [-1.1825, -7.8088, 2.7362], [-0.7627, -7.4399, 1.6098], [-2.0641, -7.1098, 3.5196], [-2.5970, -5.8665, 3.0859], [0.9441, -9.2659, 2.4889], [-0.2770, -10.6163, 2.3052], [0.5885, -10.2811, 3.8125], [-1.8320, -5.1118, 3.2682], [-3.5138, -5.6766, 3.6438], [-2.9397, -5.7369, 2.0593]]}


> What is the multiplicity in the second record?

1


> Which value of multiplicity does entry 2 give?

1